# C5H15N2S

An isolated ion of composition C5H15N2S and charge +1 at a distorted geometry (ωB97M-V with the def2-TZVPD basis set, OMol25).

Results
- electronic energy (hartree) = -706.86293
- net charge = +1
- highest occupied orbital energy (eV) = -12.2
- strongest force on any atom (eV/A) = 4.52
- ΔE to the lowest compared entry with this formula, charge and spin (eV) = 3.0932
- structure (SMILES) = [NH3+]CCNCCCS

The geometry in XYZ format:
```
23
C5H15N2S | OMol25 | ωB97M-V with the def2-TZVPD basis set
N -2.138 -0.692 -1.829
C -1.350 0.550 -2.074
C -0.159 0.760 -1.244
N -0.535 0.087 0.056
C -0.025 0.929 1.163
C 0.686 0.036 2.113
C 2.132 -0.536 1.691
S 1.935 -1.779 0.345
H -2.475 -0.531 -0.774
H -2.910 -0.820 -2.580
H -1.639 -1.554 -1.993
H -1.125 0.783 -3.068
H -1.990 1.502 -1.794
H 0.027 1.798 -0.858
H 0.772 0.257 -1.563
H -0.158 -0.814 0.006
H -1.008 1.187 1.550
H 0.561 1.731 0.833
H 0.880 0.648 3.115
H 0.099 -0.855 2.581
H 2.866 0.161 1.516
H 2.328 -0.855 2.742
H 3.224 -1.990 0.067
```